The following is a DFT calculation (ωB97M-V/def2-TZVPD) of a cluster of 10 separate species, C76H164N8O10 in total at a distorted geometry.

Geometry as XYZ:
```
258
Properties=species:S:1:pos:R:3:forces:R:3
C 4.306 0.950 3.366 -0.4685 0.4192 0.8371
C 4.825 2.224 2.664 0.0661 -0.9734 -0.1043
C 3.755 3.293 2.833 0.3914 1.2365 -0.0084
C 6.167 2.561 3.339 -1.4842 1.8195 -0.4852
C 7.291 1.712 2.856 0.7431 -0.0438 -0.5797
C 7.449 1.848 1.316 -0.5479 -1.8859 1.7391
C 6.208 1.327 0.588 -0.1440 2.6652 0.2668
C 6.364 1.876 -0.839 -0.5018 0.3315 0.6760
C 5.993 -0.130 0.540 -0.5235 -0.6538 -0.4401
N 5.053 2.128 1.203 1.1399 -0.3183 -0.2669
O 3.858 1.811 0.554 -0.3999 -0.8278 0.0701
H 3.523 0.519 2.773 -0.5608 -0.6184 -0.3209
H 5.072 0.202 3.576 -0.0221 0.0026 -0.1439
H 3.803 1.209 4.346 0.6004 -0.1522 -1.0017
H 3.654 3.582 3.874 -0.0402 -0.1172 0.2930
H 4.058 4.207 2.294 0.0624 -0.3397 0.1312
H 2.763 3.048 2.450 0.1784 -0.4166 0.0671
H 6.342 3.653 3.076 0.1121 -1.0550 0.7961
H 5.954 2.369 4.401 0.4639 0.6778 -0.0486
H 8.211 2.081 3.342 -0.1906 -0.5293 -0.0693
H 7.067 0.684 3.156 0.5138 -0.0866 -0.0693
H 8.327 1.275 0.972 -0.1603 0.5736 -0.0064
H 7.482 2.898 1.153 0.5627 0.8672 -0.5963
H 6.354 2.959 -0.705 0.1197 0.0258 -0.3876
H 5.499 1.614 -1.454 0.3845 -0.1633 -0.2048
H 7.340 1.562 -1.213 -0.2776 -0.0853 -0.4048
H 5.809 -0.575 1.504 0.0701 -0.4007 0.2879
H 6.756 -0.647 -0.027 0.6337 -0.1054 0.2860
H 5.141 -0.269 -0.116 -0.6182 -0.3049 0.1480
H 3.608 0.929 0.906 -0.1665 0.3842 -0.4232
C 1.049 3.621 -0.345 -0.0811 -1.0868 1.6077
C 1.698 4.856 -0.825 0.1460 3.1466 0.0911
C 2.206 5.816 0.327 -2.8362 -1.7578 1.1290
C 2.891 4.504 -1.644 1.6304 -0.9755 -0.5649
C 3.516 5.653 -2.431 0.5777 -0.1674 0.9489
C 2.493 6.393 -3.200 -1.3065 0.8515 -1.1406
C 1.154 6.725 -2.513 0.8030 0.0054 1.8905
C 1.417 7.955 -1.602 -0.6097 0.7429 -0.4621
C 0.173 7.160 -3.570 -0.9878 0.7437 0.1158
N 0.712 5.524 -1.763 -0.1572 -0.2438 -0.1696
O -0.522 5.780 -1.100 0.3382 0.2796 0.0429
H 1.726 3.127 0.381 0.0104 -0.0932 -0.7214
H 0.156 3.784 0.275 -0.0962 0.1432 -0.6522
H 0.871 2.992 -1.225 -0.2394 -0.1639 0.5144
H 2.910 6.546 0.024 0.7838 0.2879 -0.0851
H 1.307 6.345 0.756 0.8563 -0.2740 -0.2409
H 2.545 5.146 1.152 0.1533 0.7457 -0.6607
H 3.696 4.111 -0.934 -1.1586 -0.0869 -1.0574
H 2.517 3.770 -2.373 0.6556 -0.3062 0.2566
H 3.986 6.296 -1.715 0.3981 0.7022 0.5383
H 4.363 5.334 -3.060 -0.5238 -0.1843 0.0249
H 2.156 5.748 -3.992 0.1917 -0.2746 -0.8932
H 2.830 7.366 -3.627 0.0969 -0.7866 0.0949
H 1.353 8.828 -2.257 0.4286 0.0573 0.0756
H 2.379 7.931 -1.132 0.4995 0.0818 0.0399
H 0.704 8.231 -0.823 -0.3215 -0.5733 0.0680
H -0.816 7.449 -3.152 0.5835 -0.3572 -0.0511
H -0.004 6.447 -4.382 0.2804 0.0568 0.1462
H 0.605 8.107 -3.926 -0.2843 -0.4275 -0.5967
H -0.364 6.488 -0.443 0.0366 -0.2648 -0.2623
C 3.097 -7.473 -0.523 -1.6087 -0.0798 0.8899
C 3.627 -6.230 0.203 1.4110 0.7583 -0.5240
C 3.506 -6.359 1.735 0.0256 -2.7983 -0.2321
C 5.146 -6.160 -0.162 -0.6556 -0.2865 0.6709
C 5.819 -4.837 0.048 -1.5066 1.0719 0.6247
C 4.971 -3.783 -0.695 0.7325 1.0328 0.3385
C 3.514 -3.654 -0.118 2.2082 -1.3340 0.9866
C 3.541 -3.151 1.415 -1.8678 0.8574 -1.0764
C 2.765 -2.676 -0.923 -0.5228 1.2452 -0.4288
N 2.933 -5.031 -0.407 1.5742 -0.1338 0.7313
O 1.646 -5.103 0.110 -1.7952 0.2470 0.0517
H 3.277 -7.496 -1.580 0.0680 0.4568 -0.5833
H 3.442 -8.417 -0.155 1.0258 -0.3687 0.5575
H 2.023 -7.631 -0.328 0.0587 0.5094 -0.3256
H 3.828 -7.422 1.971 0.0494 1.0518 -0.2630
H 4.105 -5.742 2.360 0.6477 0.8296 0.0786
H 2.520 -6.387 2.154 -0.8374 0.5170 -0.2440
H 5.627 -6.947 0.429 0.0882 -0.1005 -0.3738
H 5.268 -6.323 -1.227 -0.1316 -0.6088 -0.2308
H 5.939 -4.526 1.113 0.0033 -0.3821 -0.7066
H 6.768 -4.897 -0.420 1.1767 0.1296 -0.2049
H 4.923 -4.031 -1.784 -0.1270 0.0923 0.7426
H 5.541 -2.802 -0.622 -1.0016 -0.8225 -0.0668
H 4.247 -3.589 2.081 0.7530 -0.5014 0.1355
H 2.532 -3.369 1.863 0.7704 0.2989 -0.4319
H 3.692 -2.018 1.468 -0.2069 -1.4625 -0.3178
H 2.706 -2.941 -1.961 -0.0166 -0.4974 -0.5553
H 3.219 -1.678 -0.923 0.0761 -0.1334 0.3165
H 1.760 -2.572 -0.555 -0.4403 0.0556 0.1405
H 1.122 -5.518 -0.595 0.1463 0.3421 0.2341
C -8.451 1.927 -5.095 0.4289 0.1216 0.7021
C -7.262 1.100 -4.620 0.1854 -0.1417 1.5349
C -6.158 0.987 -5.731 -0.9965 0.6970 0.3820
C -6.642 1.691 -3.309 -0.2849 -0.7924 0.7720
C -7.476 1.574 -1.961 0.8469 -0.7253 -1.4132
C -7.694 0.093 -1.738 -0.1222 -0.4299 -0.3711
C -8.413 -0.533 -2.927 -0.3618 0.6513 -1.1273
C -8.342 -1.995 -2.791 1.3941 -1.2969 0.4230
C -9.882 -0.112 -2.955 -0.8409 -0.0665 0.3069
N -7.665 -0.260 -4.178 0.8837 0.6107 -1.0205
O -8.069 -0.996 -5.328 0.3693 -0.5624 0.5375
H -8.824 1.467 -5.972 -0.5300 -0.3095 -1.1502
H -9.273 1.913 -4.359 0.5261 0.4393 -0.2312
H -8.099 2.932 -5.347 -0.3662 0.0090 0.1244
H -6.569 0.868 -6.724 -0.4698 -0.7679 -0.1246
H -5.703 1.954 -5.877 0.5164 0.5472 0.5587
H -5.394 0.242 -5.540 -0.0722 -0.1326 0.1985
H -5.724 1.112 -3.174 0.0665 -0.0331 0.2228
H -6.322 2.706 -3.355 0.0880 0.9584 -0.7401
H -6.876 2.022 -1.175 -0.0121 0.1245 0.1914
H -8.417 2.100 -2.033 -0.2293 0.3169 -0.0022
H -8.288 -0.236 -0.868 0.3150 0.5587 -0.0087
H -6.729 -0.420 -1.708 0.0610 0.1143 0.3068
H -7.296 -2.347 -2.872 -0.5433 0.1757 -0.2749
H -8.954 -2.479 -3.501 -0.5158 -0.7131 -0.9462
H -8.665 -2.311 -1.832 -0.5485 -0.2091 1.1205
H -10.343 -0.158 -3.934 0.1533 0.0446 -0.5349
H -10.041 0.892 -2.576 -0.0325 0.1664 0.0194
H -10.533 -0.780 -2.371 0.4374 0.0986 0.1966
H -8.983 -0.839 -5.587 -0.4174 0.5119 0.3241
C 0.357 0.030 4.654 0.0072 -1.9154 0.3695
C 1.171 -0.535 5.815 1.5867 -0.4188 0.3162
C 0.175 -1.304 6.711 -0.6251 0.9944 -0.6962
C 2.260 -1.559 5.269 -2.5433 0.0001 0.3952
C 3.233 -2.056 6.302 0.2900 1.7055 0.0722
C 4.022 -0.803 6.820 -0.9265 -0.1370 -0.8949
C 3.058 0.342 7.345 0.5484 -0.2627 -0.3338
C 2.485 0.046 8.740 0.5099 -0.8586 0.0832
C 3.923 1.633 7.414 -0.1985 -0.0031 1.2540
N 1.946 0.576 6.388 0.8005 -0.0744 -0.3136
O 1.108 1.575 6.893 -1.6043 -0.7044 1.4409
H 0.361 -0.761 3.908 -0.2334 -0.0951 -0.3851
H -0.686 0.180 4.932 0.2319 0.4787 -0.1239
H 0.873 0.854 4.249 0.1711 1.2396 -0.4642
H 0.591 -2.053 7.367 0.0489 0.0732 0.4427
H -0.553 -0.597 7.179 0.6759 -0.5985 0.1854
H -0.436 -1.806 5.966 -0.2073 -0.4628 0.0994
H 1.591 -2.367 4.934 0.5222 -0.1172 -0.2673
H 2.724 -1.116 4.408 0.4378 0.2010 -0.4286
H 2.693 -2.461 7.129 -0.4939 -0.3818 0.7354
H 3.796 -2.891 5.902 0.6581 0.1625 -0.0592
H 4.645 -0.381 6.002 -0.4591 -0.2536 0.3391
H 4.703 -1.082 7.605 0.2526 0.0012 0.5010
H 3.254 -0.417 9.369 0.0860 0.4785 0.1034
H 1.722 -0.735 8.712 -0.2105 0.2251 -0.1621
H 2.084 0.941 9.213 0.0914 -0.0752 0.0730
H 4.503 1.826 6.515 -0.3170 -0.0110 -0.3219
H 4.701 1.490 8.214 -0.8165 0.2180 -0.4698
H 3.270 2.509 7.666 0.7375 -0.7232 -0.2314
H 0.524 1.137 7.608 1.1697 0.9443 -1.3047
C 0.781 -7.234 -5.463 -0.4118 0.8301 -1.8921
C 0.523 -5.911 -6.344 0.0862 1.1592 0.4323
C -0.347 -6.167 -7.575 -0.4950 -0.8513 0.5805
C -0.260 -4.914 -5.440 0.4692 -0.6924 1.0968
C 0.600 -4.452 -4.218 -0.6068 -1.1434 -2.3956
C 1.748 -3.718 -4.874 0.7521 1.1307 0.0163
C 2.576 -4.480 -5.937 0.9619 0.2763 1.6490
C 3.423 -3.475 -6.749 0.9879 -0.2515 1.6263
C 3.525 -5.409 -5.154 -1.3551 -1.5616 0.6394
N 1.664 -5.084 -6.854 -0.0813 -2.3920 -0.9287
O 2.515 -5.962 -7.743 -1.1481 0.7429 1.1833
H -0.127 -7.389 -4.884 0.1353 0.1044 0.3742
H 0.820 -8.106 -6.126 0.4218 0.1531 0.0538
H 1.675 -7.170 -4.848 -0.2018 -0.0593 0.0438
H -0.585 -5.304 -8.192 -0.0733 0.4916 0.5785
H 0.151 -6.809 -8.268 0.4094 -0.8217 -0.2879
H -1.274 -6.665 -7.234 0.2457 0.2210 -0.3368
H -0.521 -4.018 -5.987 -0.3139 0.0551 -0.3429
H -1.147 -5.468 -5.116 -0.1640 0.3400 -0.0439
H 0.030 -3.818 -3.582 -0.4548 0.6919 0.5410
H 0.848 -5.348 -3.640 0.4946 0.2277 0.0332
H 2.372 -3.305 -4.061 0.3623 -0.1747 -0.6621
H 1.445 -2.859 -5.486 -0.8508 0.2130 0.6561
H 4.280 -3.942 -7.234 -0.1011 -0.3138 -0.0652
H 3.881 -2.793 -5.997 -0.4176 0.0105 -0.7069
H 2.856 -2.976 -7.502 -0.5520 0.6414 -0.2795
H 3.546 -6.405 -5.632 0.3574 0.4956 0.1007
H 3.124 -5.595 -4.097 0.8269 0.4217 -1.2662
H 4.510 -4.983 -5.154 0.5309 0.0491 0.3559
H 2.617 -5.343 -8.460 0.1695 0.0364 -0.6498
C -1.156 2.717 4.408 -0.4992 -0.7072 -1.6329
C -2.045 3.921 4.666 -1.2792 0.7178 0.4594
C -1.279 5.028 5.374 1.6386 -0.9359 0.5383
C -2.619 4.578 3.398 -1.2842 -0.1449 0.9868
C -3.814 3.780 2.842 0.3870 0.1289 -0.2682
C -4.860 3.523 3.915 -0.6557 0.2918 0.7330
C -4.377 2.790 5.201 1.8436 1.3769 -1.3374
C -5.343 2.885 6.353 0.3425 -0.0766 0.8697
C -4.158 1.317 4.735 -1.1209 1.1466 -0.9178
N -3.187 3.642 5.603 -0.1017 -1.4578 -0.2573
O -2.657 3.161 6.832 0.0628 -0.2431 0.6929
H -0.298 2.960 3.716 -0.7623 -0.0648 0.7941
H -0.751 2.390 5.367 0.0440 -0.2444 -0.3159
H -1.753 1.884 3.866 1.1738 1.2566 1.0451
H -0.622 5.521 4.646 0.0957 -0.0832 0.2244
H -1.925 5.777 5.816 -0.1987 -0.0707 0.0731
H -0.656 4.520 6.164 -0.4476 0.9566 -0.5879
H -2.997 5.586 3.685 0.3557 -0.5030 -0.1889
H -1.734 4.687 2.800 -0.0005 0.1366 -1.0392
H -4.372 4.284 2.036 0.5627 0.1122 0.0670
H -3.462 2.848 2.411 0.0645 -0.2603 -0.0914
H -5.630 2.874 3.482 -0.2282 0.3441 -0.0138
H -5.302 4.511 4.182 0.0925 -0.6801 0.0096
H -6.327 2.876 5.935 -0.9157 -0.2291 0.1020
H -5.214 3.759 7.003 0.0477 0.1998 -0.7479
H -5.182 2.079 7.075 -0.3174 -0.3166 -0.3442
H -3.752 0.687 5.490 0.5042 -0.6457 0.5549
H -3.579 1.311 3.794 -0.1954 -0.3319 0.6651
H -5.186 0.955 4.465 0.8612 0.0359 0.3916
H -2.485 2.194 6.832 -0.1660 0.5559 -0.6392
C -0.866 -2.684 1.038 0.1225 -0.6473 0.7003
C -1.005 -1.454 0.142 0.7948 0.4093 0.6256
C 0.170 -0.491 0.485 -0.0421 -0.5352 0.5026
C -0.958 -1.876 -1.335 0.2117 -1.0380 1.3120
C -1.265 -0.752 -2.234 0.7761 0.3247 -1.4835
C -2.643 -0.281 -1.922 -0.4313 0.3784 -0.8025
C -2.847 0.165 -0.499 -1.2841 0.5994 0.8321
C -2.193 1.561 -0.303 0.8941 -0.1263 0.9927
C -4.362 0.334 -0.248 -0.6326 -0.8663 0.4511
N -2.366 -0.914 0.408 -0.1297 0.5143 -0.8416
O -2.533 -0.463 1.765 0.3706 -0.3446 -0.3684
H -1.653 -3.375 0.800 -0.6762 -0.3352 -0.1592
H 0.039 -3.301 0.969 0.2174 0.5809 -0.5600
H -0.942 -2.496 2.120 -0.0980 0.4558 -0.2877
H 0.014 0.026 1.411 -0.4963 0.2987 0.6420
H 1.063 -1.056 0.663 0.4462 -0.7120 0.1509
H 0.517 0.247 -0.202 -0.3607 0.5421 -1.0231
H -0.043 -2.430 -1.520 0.5823 0.4723 -0.0850
H -1.680 -2.653 -1.521 -0.7471 -0.3110 0.1699
H -0.569 0.085 -2.097 0.1568 -0.2445 -0.3627
H -1.225 -1.142 -3.285 0.0974 0.6770 0.6466
H -3.322 -1.059 -2.252 -0.4348 -0.2022 0.3474
H -2.878 0.593 -2.517 -0.1437 0.2688 -0.3978
H -1.127 1.406 -0.452 0.0609 0.5474 -0.5673
H -2.192 1.923 0.750 -0.5515 -0.4018 -0.4960
H -2.587 2.387 -0.936 0.1496 -0.8659 0.2656
H -4.577 0.954 0.609 0.2078 0.2873 0.4286
H -4.868 -0.625 -0.029 0.4720 0.0979 -0.1205
H -4.962 0.753 -1.051 0.5533 0.2398 -0.4961
H -2.983 -1.231 2.136 -0.0364 0.2279 0.2166
C -1.755 3.415 -3.844 -0.8554 -1.7552 0.7783
C -0.526 2.668 -4.365 -0.8627 1.2227 1.1199
O 0.592 3.178 -3.627 0.3889 -1.7374 -1.2148
H -2.601 3.004 -4.382 -0.4987 0.3311 -0.2928
H -1.668 4.463 -3.983 0.0308 1.0329 -0.3584
H -2.028 3.260 -2.762 0.8052 -0.0667 -0.9056
H -0.462 2.913 -5.427 0.4302 -0.0505 -0.1079
H -0.714 1.580 -4.294 0.6919 0.3462 0.3533
H 0.293 3.916 -3.103 -0.1255 0.7842 0.5435
C -5.245 -4.796 -1.361 0.3251 0.5203 -0.7289
C -4.597 -3.461 -1.832 0.8420 -0.7002 0.3421
O -3.448 -3.778 -2.629 0.0141 -0.0730 -1.4826
H -4.531 -5.491 -0.892 -0.0722 0.5046 -0.1461
H -5.646 -5.296 -2.261 0.1355 0.1180 0.3496
H -6.072 -4.634 -0.689 -0.3174 0.1292 0.3237
H -4.152 -2.801 -1.055 -0.7074 -0.6468 0.0118
H -5.286 -2.859 -2.419 -0.2722 0.0373 0.0556
H -3.684 -3.877 -3.582 0.0917 0.0900 1.2700
```
Positions in Å, forces in eV/Å.

Calculated values
HOMO energy	-0.307	Eh
SMILES string	CC1(C)CCCC(C)(C)N1O.CC1(C)CCCC(C)(C)N1O.CC1(C)CCCC(C)(C)N1O.CC1(C)CCCC(C)(C)N1O.CC1(C)CCCC(C)(C)N1O.CC1(C)CCCC(C)(C)N1O.CC1(C)CCCC(C)(C)N1O.CC1(C)CCCC(C)(C)N1O.CCO.CCO
LUMO	0.413	eV
E	-4184.10338	hartree
energy above the lowest of the compared OMol25 structures with the same formula, charge and spin	0.0	kcal/mol
strongest force on any atom	3.52	eV/A
Kohn-Sham gap	8.780	eV